Entry from OMol25: a molecular structure, C19H41BBeN6Si4 (the ωB97M-V functional and the def2-TZVPD basis).

```
72
Properties=species:S:1:pos:R:3:lowdin_charge:R:1
C 0.4964 -2.7428 1.0694 -0.10
N 0.8594 -2.0863 -0.0317 0.00
N 1.5751 -2.9661 -0.8403 0.04
C 1.8181 -4.1052 -0.1531 0.01
C 1.1038 -4.0108 1.0417 -0.02
B 2.0627 -2.3309 -2.1768 -0.44
N 0.8111 -1.6673 -2.8285 0.03
N 0.0492 -0.8331 -2.0063 -0.01
C -0.9412 -0.3081 -2.7495 -0.07
C -0.7850 -0.7380 -4.0715 -0.01
C 0.3405 -1.5703 -4.0810 -0.01
Be 0.8741 -0.5623 -0.6378 0.26
N 2.9572 -1.1391 -1.7525 0.01
N 2.4623 -0.1454 -0.9030 0.02
C 3.5074 0.7322 -0.7339 -0.06
C 4.6414 0.2458 -1.3900 -0.02
C 4.2593 -0.9487 -1.9868 -0.02
H 3.4339 1.6647 -0.1774 0.12
H 4.7944 -1.6666 -2.5922 0.14
H 5.6162 0.6926 -1.4391 0.11
H 2.6233 -3.1178 -2.8950 0.13
H 0.8862 -2.0265 -4.8979 0.15
H 2.4709 -4.8854 -0.5566 0.15
H -1.3808 -0.4422 -4.9214 0.11
H 1.0229 -4.7417 1.8267 0.11
H -1.6890 0.3547 -2.3200 0.12
H -0.1480 -2.2195 1.7710 0.05
H 0.7850 1.4654 -0.4499 -0.01
C -0.1054 2.0974 -0.4535 0.00
H -0.1923 2.4949 -1.4655 0.07
H -1.0258 1.5092 -0.2758 0.02
H 0.0346 2.8949 0.2836 0.01
C -3.3375 -0.5945 0.7558 -0.19
Si -2.7056 -0.8548 2.5543 0.40
C -3.8659 -0.0910 3.8744 -0.21
C -2.5908 -2.7273 2.8888 -0.20
Si -0.7596 0.4213 2.9764 0.76
Si -1.2942 2.7054 3.1378 0.41
C -1.9935 2.8171 4.8999 -0.18
C 0.2927 3.7441 2.8973 -0.20
C -2.6156 3.1272 1.8212 -0.19
Si 1.2447 -0.1366 4.1062 0.41
C 0.6711 0.4813 5.8346 -0.20
C 1.7462 -1.9722 4.2551 -0.20
C 2.7532 0.8077 3.3942 -0.19
H -4.3291 -1.0622 0.6612 0.05
H -2.6878 -1.0648 -0.0016 0.02
H -3.4456 0.4630 0.4718 0.02
H -4.7626 -0.7224 3.9351 0.05
H -3.3946 -0.0936 4.8669 0.03
H -4.1764 0.9430 3.6738 0.03
H -2.1268 -3.2782 2.0615 0.02
H -2.0208 -2.9669 3.7952 0.04
H -3.6050 -3.1252 3.0335 0.05
H -1.2383 2.5686 5.6528 0.02
H -2.3352 3.8438 5.0880 0.06
H -2.8456 2.1452 5.0557 0.02
H 0.7158 3.6488 1.8894 0.01
H 0.0762 4.8100 3.0564 0.05
H 1.0940 3.4747 3.5980 0.02
H -2.1924 3.1193 0.8088 0.01
H -3.4755 2.4430 1.8189 0.02
H -3.0097 4.1373 2.0035 0.05
H -0.3177 0.0775 6.1027 0.04
H 1.3929 0.0972 6.5686 0.05
H 0.6082 1.5732 5.9393 0.03
H 2.2553 -2.3462 3.3599 0.02
H 2.4359 -2.1050 5.1002 0.05
H 0.8951 -2.6380 4.4337 0.03
H 3.0367 0.4330 2.3984 0.02
H 2.6000 1.8893 3.2927 0.01
H 3.6245 0.6618 4.0483 0.05
```

## Properties
Electronic energy ... -61887.9790 eV
Spin multiplicity ... 1
Largest force on an atom ... 0.0423 hartree/bohr
Gap between HOMO and LUMO ... 6.6 eV
Net charge ... +2

=====

Entry from OMol25: 8 unconnected molecules or ions with the total composition C19H41Br10N3O3 (the ωB97M-V functional and the def2-TZVPD basis).

```
76
Properties=species:S:1:pos:R:3:lowdin_charge:R:1
Br 0.1040 -3.9484 -4.5884 0.54
C -0.6888 -5.3676 -5.7533 -0.65
C -1.8138 -6.2963 -5.1191 -0.63
Br -3.4909 -5.2662 -4.9352 0.57
H 0.1308 -5.9455 -6.1805 0.05
H -1.2663 -4.9132 -6.5584 0.03
H -1.6180 -6.6804 -4.1180 0.04
H -1.9672 -7.1361 -5.7967 0.06
Br -1.4047 1.8860 0.2273 0.59
C -0.8037 -0.0086 0.0625 -0.69
C 0.0762 -0.3112 1.2199 -0.70
Br 0.3934 -2.2714 1.4890 0.57
H -0.2736 -0.2529 -0.8581 0.06
H -1.6924 -0.6205 -0.0922 0.05
H -0.5237 0.0283 2.0643 0.03
H 0.9663 0.3095 1.1180 0.07
Br 0.4224 3.8803 5.1626 0.60
C -1.4364 4.4681 5.0841 -0.70
C -1.7265 5.5502 6.1495 -0.65
Br -3.4021 6.5807 5.7410 0.56
H -2.0013 3.5525 5.2594 0.05
H -1.6936 4.9010 4.1174 0.04
H -0.9064 6.2645 6.0763 0.04
H -1.7464 5.0751 7.1303 0.06
Br -4.2527 -4.2867 3.3294 0.54
C -5.5665 -2.9140 2.6960 -0.64
C -5.3599 -1.5671 3.4512 -0.65
Br -6.6259 -0.2448 2.6569 0.56
H -6.5448 -3.3203 2.9531 0.05
H -5.3253 -2.9147 1.6330 0.04
H -4.3571 -1.1499 3.3594 0.04
H -5.5270 -1.5747 4.5283 0.05
Br -3.5490 1.9486 -5.6241 0.62
C -4.6536 0.4573 -5.0778 -0.72
C -6.1005 0.8725 -4.7887 -0.72
Br -7.2408 -0.5784 -4.1537 0.61
H -4.1461 0.0364 -4.2098 0.05
H -4.6625 -0.2875 -5.8736 0.05
H -6.4885 1.3329 -5.6974 0.05
H -5.9851 1.6802 -4.0660 0.05
C 2.7461 6.9896 -4.5288 -0.32
O 3.4178 7.2087 -5.5327 -0.01
N 2.0933 5.8095 -4.3526 -0.19
C 1.3809 5.5322 -3.1229 -0.07
C 2.1634 4.7293 -5.3660 -0.03
H 2.7462 7.6112 -3.6201 0.13
H 1.4460 6.3200 -2.3724 0.08
H 1.7512 4.6020 -2.6921 0.08
H 0.3241 5.3261 -3.2928 0.08
H 2.4297 3.7322 -5.0154 0.09
H 1.1501 4.5164 -5.7067 0.08
H 2.6625 5.1445 -6.2416 0.08
C 6.5893 6.4064 0.7650 -0.28
O 7.1755 7.1251 -0.1269 -0.06
N 6.0833 5.1572 0.5981 -0.20
C 5.6824 4.3515 1.7118 -0.08
C 6.0381 4.4622 -0.7185 -0.03
H 6.5017 6.7688 1.8010 0.13
H 5.8300 4.8359 2.6770 0.09
H 6.1802 3.3818 1.7023 0.09
H 4.6080 4.2092 1.5956 0.09
H 5.0863 3.9375 -0.8012 0.07
H 5.9935 5.1749 -1.5420 0.09
H 6.7038 3.6126 -0.8710 0.09
C 0.6087 -8.5280 3.0822 -0.38
O 0.3538 -9.2927 2.2129 0.04
N 1.2506 -8.9262 4.1811 -0.19
C 1.5674 -8.0605 5.3258 -0.06
C 1.6246 -10.2920 4.4407 -0.06
H 0.3423 -7.4599 3.0620 0.14
H 2.5593 -8.2280 5.7454 0.08
H 0.8035 -8.1376 6.0996 0.09
H 1.5942 -6.9896 5.1246 0.08
H 2.6728 -10.2562 4.7375 0.08
H 1.0594 -10.6394 5.3055 0.09
H 1.5283 -11.1021 3.7178 0.09
```

## Properties
Structure (SMILES) ... CN(C)C=O.CN(C)C=O.CN(C)C=O.BrCCBr.BrCCBr.BrCCBr.BrCCBr.BrCCBr
Electronic energy ... -731403.7001 eV
ΔE to the lowest compared entry with this formula, charge and spin ... 33.7 kcal/mol
Spin multiplicity ... 1
Largest force on an atom ... 0.0917 hartree/bohr
Gap between HOMO and LUMO ... 9.1 eV

=====

Entry from OMol25: 3 unconnected molecules or ions with the total composition C19H41BrFN2O9P2 (the ωB97M-V functional and the def2-TZVPD basis).

```
75
Properties=species:S:1:pos:R:3:lowdin_charge:R:1
C -2.1572 -2.2919 -2.6721 0.03
C -1.7690 -1.3853 -3.8231 -0.10
C -0.9217 0.0378 -3.5691 -0.21
C -0.7393 1.0633 -4.8474 0.16
N -0.7605 2.4017 -4.4348 -0.06
F -0.8149 3.5333 -5.2042 0.10
C -0.6017 2.3358 -2.9070 -0.32
C -0.5553 3.7324 -2.0451 -0.20
N 0.6344 3.6355 -1.0663 -0.03
C -1.6490 1.1484 -2.5526 -0.88
Br -1.7238 0.7830 -0.5949 0.79
P -3.3059 1.9737 -3.0938 0.84
P -5.0436 0.8103 -2.4336 0.50
O -4.6997 -0.4658 -1.5713 -0.41
O -6.1301 1.7913 -1.4269 -0.24
O -5.9471 0.3618 -3.8839 -0.26
H -2.5159 -1.8920 -1.6294 0.05
H -2.0536 -3.4563 -2.7898 0.09
H -2.0483 -1.7913 -4.9061 0.11
H 0.0477 -0.2235 -2.9966 0.15
H -0.6988 0.7211 -5.9824 0.20
H 0.5167 1.9598 -2.8363 0.17
H -1.5681 3.9706 -1.5072 0.12
H -0.3162 4.6342 -2.7808 0.14
H 0.6778 2.6602 -0.6569 0.05
H 1.5266 3.7013 -1.6426 0.09
H -3.4044 2.0013 -4.5570 -0.04
H -6.9111 1.9584 -2.0561 0.08
H -6.3572 1.2539 -4.1679 0.08
C -3.4826 0.2848 2.6692 -0.12
O -3.1030 0.3411 4.0357 -0.20
C -2.8650 -0.9567 4.5845 -0.19
C -1.9116 -0.8646 5.7788 -0.17
O -0.5360 -0.7432 5.3890 -0.14
C -0.1491 0.5349 4.8657 -0.17
C -0.0595 1.6205 5.9381 -0.19
O -1.3620 2.1238 6.2453 -0.21
C -1.4118 2.7474 7.5182 -0.11
H -4.4068 -0.2859 2.5500 0.09
H -3.6449 1.3076 2.3161 0.09
H -2.6797 -0.1599 2.0718 0.04
H -2.4366 -1.6237 3.8254 0.13
H -3.8295 -1.3555 4.9132 0.13
H -1.9729 -1.8087 6.3313 0.13
H -2.1981 -0.0745 6.4714 0.12
H -0.7899 0.8299 4.0323 0.11
H 0.8559 0.3845 4.4527 0.12
H 0.5390 2.4588 5.5689 0.12
H 0.4122 1.2071 6.8389 0.13
H -1.1496 2.0312 8.3031 0.09
H -2.4356 3.0881 7.6933 0.09
H -0.7383 3.6097 7.5495 0.09
C 6.9914 -1.7328 -3.0381 -0.10
O 6.0176 -1.7046 -2.0058 -0.21
C 5.3676 -0.4356 -1.9103 -0.19
C 3.9833 -0.5913 -1.2753 -0.17
O 2.9930 -1.0636 -2.2002 -0.17
C 3.0860 -2.4500 -2.5555 -0.17
C 2.6482 -3.3885 -1.4311 -0.19
O 3.7019 -3.5467 -0.4777 -0.21
C 3.2246 -3.9827 0.7848 -0.10
H 7.7702 -0.9891 -2.8524 0.09
H 7.4438 -2.7288 -3.0555 0.09
H 6.5179 -1.5552 -4.0095 0.09
H 5.2651 0.0208 -2.9032 0.12
H 5.9916 0.2057 -1.2805 0.13
H 3.6407 0.4031 -0.9683 0.12
H 4.0117 -1.2065 -0.3772 0.12
H 4.0811 -2.6943 -2.9329 0.12
H 2.3903 -2.5796 -3.3935 0.12
H 2.4225 -4.3780 -1.8399 0.13
H 1.7511 -2.9838 -0.9449 0.12
H 2.5223 -3.2526 1.1987 0.08
H 4.0768 -4.0621 1.4648 0.09
H 2.7460 -4.9631 0.6961 0.09
```

## Properties
Electronic energy ... -133094.3239 eV
Spin multiplicity ... 1
Largest force on an atom ... 0.1307 hartree/bohr
Gap between HOMO and LUMO ... 5.1 eV
Net charge ... +1

=====

The lowest electronic energy belongs to which entry? C19H41Br10N3O3

=====

Among the records above, which one has the highest electronic energy? C19H41BBeN6Si4

=====

Which formula does entry 2 have? C19H41Br10N3O3

=====

What is the electronic energy in the third record? -133094.3239 eV